[1]
50
Properties=species:S:1:pos:R:3:mulliken_charge:R:1 method="wB97M-V/def2-TZVPD" relative_energy_kcal_mol=18.9 gap_ev=6.8 total_charge=+1 e_tot_ev=-75481.287 lumo_energy_ha=-0.15178 homo_energy_ha=-0.403
Pt 0.06830 0.02228 0.19837 0.5024
N 1.29244 3.20033 -2.71934 -0.6670
C 0.15011 3.24304 -3.66257 0.2571
C -1.17476 3.22849 -2.89434 -1.4354
C -1.54339 1.89095 -2.23839 0.1149
N -0.81644 1.70055 -0.93101 -0.5844
C -1.36651 0.73452 -3.21725 -1.1246
C -0.02801 0.71416 -3.93661 0.0029
N 1.08604 0.40895 -2.96105 0.2038
C 0.25554 2.04967 -4.62541 -1.3183
H 1.21105 3.94949 -2.03816 0.2327
H 2.15619 3.39319 -3.22009 0.2470
H 1.44432 1.32394 -2.60130 0.4678
H 0.17149 4.15788 -4.26137 0.3589
H -1.97137 3.48800 -3.59444 0.4870
H -1.17519 4.02272 -2.14149 0.3885
H -2.60192 1.93521 -1.98307 0.4749
H -1.45733 1.98055 -0.19149 0.5269
H -0.04968 2.36655 -0.89085 0.4380
H -2.13096 0.83646 -3.99100 0.5658
H -1.54269 -0.21957 -2.72937 0.1856
H -0.02564 -0.10411 -4.65604 0.3694
H 1.83892 -0.13056 -3.38361 0.4232
H 0.74004 -0.12545 -2.14258 -0.4299
H -0.48336 2.17501 -5.41863 0.4922
H 1.23117 2.04175 -5.11831 0.4047
F -1.73674 0.00190 6.63103 -0.2733
C -1.10534 -0.28245 5.50280 0.6281
C -0.67821 0.74441 4.67271 0.0486
F -0.90675 2.01285 5.00306 -0.2809
C -0.03098 0.43087 3.49746 0.4299
F 0.36372 1.45695 2.69855 -0.3038
C 0.21499 -0.87923 3.10262 0.2808
S 1.13755 -1.26236 1.63461 -0.3250
C -0.22862 -1.88746 3.94948 0.2210
F -0.02507 -3.16158 3.63115 -0.2879
C -0.88049 -1.60080 5.14007 -0.0292
F -1.29480 -2.58197 5.92892 -0.2701
F 2.77215 -6.34148 -0.65509 -0.2736
C 1.96483 -5.29649 -0.71180 0.7356
C 2.18696 -4.30139 -1.65274 -0.1648
F 3.20883 -4.39085 -2.49867 -0.2898
C 1.33468 -3.21678 -1.69623 0.4163
F 1.59545 -2.25012 -2.60163 -0.2660
C 0.25780 -3.08063 -0.83096 -0.1539
S -0.83630 -1.69026 -0.92282 -0.4067
C 0.06209 -4.08948 0.10485 0.4616
F -0.92500 -3.99006 0.98656 -0.3945
C 0.90185 -5.18794 0.17244 0.1887
F 0.70352 -6.12757 1.08639 -0.2752

[2]
50
Properties=species:S:1:pos:R:3:mulliken_charge:R:1 method="wB97M-V/def2-TZVPD" relative_energy_kcal_mol=0.0 gap_ev="7.3 / 6.2" total_charge=+1 e_tot_ev=-75480.324 lumo_energy_ha="-0.10773 / -0.16754" homo_energy_ha="-0.375 / -0.394" s_squared=2.0108 spin_multiplicity=3
Pt 0.50827 0.27428 0.38950 1.5952
N 0.06015 -0.34535 -3.66910 0.0395
C 0.85180 0.62375 -2.85325 1.3430
C 2.32233 0.25701 -2.87297 -1.2377
C 3.03257 0.97070 -1.72300 -0.0165
N 2.66473 0.33985 -0.43225 -0.7819
C 2.70978 2.46780 -1.72563 -1.2801
C 1.22518 2.81791 -1.86674 0.0415
N 0.51027 2.47789 -0.61065 -0.7997
C 0.60567 2.09839 -3.08094 -1.4109
H 0.04104 -1.21392 -3.08301 0.2199
H 0.45832 -0.53592 -4.58805 0.4006
H -0.91066 -0.04964 -3.77398 0.4178
H 0.47857 0.46648 -1.84225 -1.0483
H 2.78697 0.56042 -3.81629 0.4566
H 2.45375 -0.82431 -2.77262 0.4533
H 4.10955 0.85665 -1.86978 0.3794
H 3.15248 0.82194 0.31711 0.3292
H 3.00462 -0.61803 -0.40673 0.3209
H 3.23845 2.91734 -2.56947 0.4599
H 3.12274 2.94084 -0.83022 0.4519
H 1.14311 3.89318 -2.04408 0.3871
H -0.47515 2.71926 -0.67147 0.2848
H 0.88495 3.04123 0.14644 0.3283
H 1.07489 2.47881 -3.99205 0.3875
H -0.46409 2.31857 -3.13827 0.4464
F -5.55389 -2.44200 0.24695 -0.2824
C -4.25917 -2.32269 0.00338 0.7948
C -3.79851 -1.31640 -0.82951 -0.2289
F -4.65258 -0.45941 -1.38321 -0.2991
C -2.44502 -1.21401 -1.07229 0.0588
F -2.04033 -0.18687 -1.86737 -0.3338
C -1.50643 -2.06968 -0.51742 0.6013
S 0.23376 -1.87646 -0.75029 -0.5701
C -2.00004 -3.06420 0.31988 0.1292
F -1.16674 -3.90968 0.91578 -0.3426
C -3.35425 -3.19869 0.57964 0.1608
F -3.78805 -4.15663 1.38546 -0.2784
F 0.23254 -1.41568 7.20349 -0.2784
C -0.04985 -0.95938 5.99423 0.7128
C 0.59340 -1.48299 4.88592 -0.2180
F 1.50000 -2.44286 5.03734 -0.2814
C 0.29627 -0.99839 3.62567 0.1507
F 0.94798 -1.54413 2.59227 -0.3294
C -0.63117 0.01824 3.42695 0.2595
S -1.12360 0.67048 1.86180 -0.4460
C -1.26350 0.52135 4.56185 0.2520
F -2.16941 1.48948 4.44279 -0.3039
C -0.98619 0.04821 5.83027 0.1711
F -1.60554 0.55725 6.88614 -0.2664